Density functional theory data (ωB97M-V/def2-TZVPD) for C31H45NO4S2SiTi as an isolated structure.

CARTESIAN COORDINATES (ANGSTROEM)
Ti 0.30 0.10 0.55
S 0.31 2.49 -0.07
S -4.18 -0.05 0.57
Si 2.28 1.91 -0.08
O 2.76 1.56 1.47
O 2.11 0.24 -0.54
O 3.44 2.64 -0.92
O 0.53 -1.84 1.12
N -0.68 0.16 2.50
C 2.54 -0.44 -1.78
C 2.17 -2.56 3.44
C -3.79 -0.17 -1.09
C -0.15 0.20 3.73
C 3.04 -1.83 2.46
C 0.17 -3.85 4.05
C 0.25 -2.79 1.87
C -1.68 -0.07 -0.12
C -2.50 -0.01 0.98
C 2.66 -2.80 4.71
C 0.70 -4.04 5.31
C 2.93 3.83 2.31
C 2.46 4.79 -1.60
C 4.95 2.32 2.11
C 4.05 -0.44 -1.82
C -2.45 -0.17 -1.31
C 2.00 -1.86 -1.72
C 1.95 -3.52 5.66
C -2.30 0.14 4.74
C 0.89 -3.08 3.12
C 3.18 1.86 3.80
C -2.03 0.09 2.36
C 4.00 3.50 -3.09
C -0.91 0.19 4.87
C 3.46 2.41 2.41
C -1.19 -4.44 3.74
C 1.93 0.29 -2.96
C 2.53 -3.75 7.03
C 3.67 3.88 -1.66
C 4.88 4.55 -1.01
C -2.86 0.08 3.48
H 5.29 1.29 2.22
H 5.74 3.88 -1.02
H -1.57 -4.96 4.61
H 0.84 0.29 -2.89
H 0.93 0.24 3.77
H -0.58 -3.44 1.56
H -1.14 -5.16 2.92
H -0.44 0.23 5.84
H 2.20 5.04 -0.57
H 1.86 3.85 2.49
H 2.68 5.71 -2.14
H 4.67 4.83 0.02
H -2.03 -0.22 -2.31
H 4.07 -1.80 2.83
H 2.82 -2.80 7.49
H 3.81 2.37 4.54
H 3.42 4.48 3.03
H 3.65 -2.43 4.97
H 5.14 5.45 -1.56
H 0.15 -4.62 6.04
H 3.11 4.25 1.31
H 4.40 -0.95 -2.72
H 2.39 -2.39 -0.85
H 4.80 2.75 -3.12
H 2.27 1.33 -3.00
H 2.30 -2.41 -2.61
H 3.13 3.12 -3.61
H 3.43 -4.36 6.95
H 4.44 0.58 -1.83
H 2.73 -0.79 2.31
H 1.82 -4.26 7.68
H 3.41 0.79 3.84
H -1.92 -3.67 3.47
H 1.59 4.32 -2.07
H 0.91 -1.86 -1.67
H 2.21 -0.19 -3.90
H -4.59 -0.23 -1.82
H 4.35 4.38 -3.63
H -2.93 0.13 5.61
H 3.04 -2.31 1.48
H 4.45 -0.96 -0.95
H 5.51 2.95 2.80
H -3.93 0.03 3.35
H 2.14 2.02 4.08
H 5.16 2.65 1.09

## Properties
spin multiplicity: 2
LUMO (spin up / spin down): -3.439 / -3.566 eV
total charge: +1

***

Density functional theory data (ωB97M-V/def2-TZVPD) for C31H46BMnN15OS4 as an isolated structure at a distorted geometry.

CARTESIAN COORDINATES (ANGSTROEM)
Mn -0.55 0.66 -0.29
S -1.21 -0.32 1.74
S -1.13 3.93 -0.62
S 2.11 0.23 -1.25
S 1.35 1.38 1.65
O -1.27 2.58 0.05
N -2.52 -2.72 -2.04
N 0.81 -3.45 -1.14
N 1.22 -2.21 -0.79
N -2.49 -3.04 -0.77
N -1.50 -1.10 -0.95
N -0.24 2.24 -2.68
N 2.84 -2.27 1.57
N 0.10 -3.98 1.59
N -0.65 1.05 -2.20
N -1.69 -0.85 -3.28
N -1.91 -2.07 -0.13
N -0.11 -2.67 1.30
N -0.47 2.31 -3.94
N -1.03 1.17 -4.37
N 2.03 -1.22 1.43
C 4.21 -4.57 1.57
C 0.87 -5.80 -3.98
C 4.19 -1.00 3.01
C -1.96 4.99 0.60
C -3.66 -2.10 2.55
C 2.26 0.00 1.97
C -2.10 -4.06 2.51
C 1.99 -6.20 -1.77
C 3.90 -2.20 2.31
C -0.60 -6.34 3.96
C -1.75 -6.95 1.80
C -0.49 -5.79 -1.88
C 4.81 -3.41 2.38
C 2.24 -1.90 -2.95
C 3.39 0.09 2.86
C -1.13 0.42 -3.29
C -1.89 -1.53 -2.14
C 3.68 1.38 3.56
C 2.91 -1.01 -3.95
C -1.43 -2.08 1.28
C 0.87 -5.43 -2.49
C 0.71 -6.63 1.86
C -0.84 -4.67 2.13
C 1.18 -3.95 -2.28
C 0.56 4.44 -0.22
C -2.41 -2.81 2.15
C 4.97 -3.85 3.84
C 1.86 -1.37 -1.69
C 6.17 -3.02 1.78
C -0.61 -6.14 2.44
C 1.93 -3.20 -3.22
B 0.93 -1.87 0.61
H 0.75 4.23 0.83
H 0.21 -5.77 4.41
H 1.22 3.84 -0.85
H -1.55 -6.02 4.41
H 0.68 5.50 -0.45
H 5.05 -0.95 3.66
H -3.03 4.84 0.48
H 5.45 -3.07 4.44
H -2.79 -4.61 3.13
H 4.51 1.26 4.25
H -0.46 -7.39 4.20
H 1.55 -6.06 2.25
H 4.86 -5.45 1.65
H 4.00 -4.08 4.28
H 3.91 2.15 2.83
H 6.65 -2.23 2.37
H -4.28 -2.74 3.17
H 3.22 -4.82 1.94
H 2.05 -5.88 -0.73
H -1.56 -8.02 1.92
H 1.87 -5.73 -4.41
H -3.40 -1.20 3.12
H -2.71 -6.72 2.26
H 2.30 -0.13 -4.13
H 1.79 -7.27 -1.80
H 3.07 -1.54 -4.89
H 2.24 -3.63 -4.16
H 0.85 -7.68 2.12
H 0.20 -5.16 -4.55
H 5.60 -4.74 3.89
H -0.64 -6.87 -1.94
H 0.53 -6.83 -4.09
H 3.87 -0.67 -3.57
H -1.82 -6.73 0.74
H 4.11 -4.30 0.52
H 6.04 -2.65 0.76
H -4.23 -1.78 1.68
H 2.95 -6.01 -2.24
H -1.30 -5.29 -2.40
H -0.52 -5.48 -0.83
H -1.65 4.69 1.60
H -1.71 6.04 0.40
H -2.08 -1.19 -4.14
H 2.79 1.71 4.10
H 0.71 -6.54 0.78
H 6.83 -3.88 1.76

## Properties
spin multiplicity: 2
LUMO (spin up / spin down): -0.972 / -0.941 eV

***

Density functional theory data (ωB97M-V/def2-TZVPD) for C31H46BiBrF6N5O4 as an isolated structure.

CARTESIAN COORDINATES (ANGSTROEM)
Bi 0.04 1.56 1.29
Br 1.10 -1.29 0.29
F 2.09 5.88 0.69
F 2.07 4.57 -1.68
F 1.82 4.01 1.74
F 0.39 5.59 1.99
F 0.43 3.24 -2.09
F 1.89 2.70 -0.60
O -1.00 0.79 -0.46
O -0.56 3.51 0.52
O -0.64 -6.46 2.33
O 2.80 -6.22 3.72
N 0.05 0.42 3.69
N 2.30 -1.56 3.53
N -2.10 0.63 1.85
N -1.05 2.88 3.13
N 1.42 -5.45 2.08
C -2.33 1.24 -3.17
C -2.93 2.04 -2.02
C -0.56 0.14 -1.55
C 0.49 -1.51 -6.32
C 1.19 3.75 -1.13
C -2.44 2.51 3.43
C -0.47 5.57 -0.73
C -3.44 0.32 -3.70
C 2.35 -5.30 3.07
C 0.77 -3.50 -4.86
C 1.08 -2.00 -5.00
C -1.94 2.23 -4.28
C -1.17 -0.36 3.96
C 1.94 -2.82 3.29
C 2.60 -1.79 -5.05
C -1.11 0.35 -2.83
C 3.59 -1.34 3.79
C -3.03 1.68 2.29
C 0.35 1.46 4.68
C 0.99 -1.51 -2.52
C 4.15 -3.65 3.60
C -0.55 -0.36 -3.90
C 1.18 5.00 1.08
C 0.70 -6.67 1.89
C 4.55 -2.34 3.84
C -1.99 -0.58 2.69
C 0.30 4.43 -0.06
C 2.82 -3.89 3.30
C 0.45 -0.83 -1.46
C -0.14 2.89 4.28
C 0.49 -1.26 -3.80
H -1.65 1.72 -5.20
H 0.20 6.34 -1.11
H -1.12 2.87 -3.97
H 1.43 1.50 4.82
H 3.02 -2.29 -5.92
H 0.96 -2.04 -7.15
H 1.18 -4.05 -5.71
H -0.92 -1.33 4.39
H -1.52 -1.34 2.07
H -1.15 6.00 0.00
H -0.30 -3.67 -4.82
H 0.88 -3.00 3.09
H -0.97 -0.18 -4.88
H 2.84 -0.73 -5.10
H -2.46 1.96 4.37
H 0.72 3.50 4.00
H -3.05 3.40 3.58
H 1.20 -7.44 2.47
H -3.14 -0.22 -4.61
H -3.99 1.25 2.60
H 3.09 -2.21 -4.17
H -2.80 2.86 -4.52
H -0.61 3.37 5.14
H 1.78 -2.23 -2.36
H 5.57 -2.10 4.06
H -0.07 1.19 5.65
H -0.58 -1.69 -6.39
H -3.72 -0.42 -2.95
H -1.05 5.16 -1.55
H -3.20 2.33 1.43
H -2.99 -0.94 2.95
H -1.02 3.77 2.64
H -1.76 0.16 4.71
H 0.66 -0.44 -6.47
H -3.77 2.62 -2.42
H -4.33 0.91 -3.95
H -2.23 2.72 -1.55
H -2.32 0.36 0.89
H 0.71 -6.94 0.83
H 4.85 -4.47 3.66
H -3.34 1.38 -1.24
H 0.84 -0.22 3.60
H 1.11 -4.63 1.58
H -1.00 -7.29 2.66
H 1.22 -3.91 -3.95
H 3.87 -0.31 3.97

## Properties
energy above the lowest of the compared OMol25 structures with the same formula, charge and spin: 8.3 kcal/mol
LUMO: -2.343 eV
total charge: +1

***

Density functional theory data (ωB97M-V/def2-TZVPD) for C31H46CoN4P2Si as an isolated structure at a distorted geometry.

CARTESIAN COORDINATES (ANGSTROEM)
Co 0.19 -0.37 3.47
P -1.68 -0.61 -2.92
P 1.55 -0.99 -3.09
Si -0.80 0.10 6.75
N -3.29 -0.99 -3.47
N 2.98 0.02 -3.27
N 2.17 -2.35 -4.17
N -1.87 1.16 -3.12
C 3.90 0.25 -2.25
C -0.77 -0.85 -4.55
C -2.33 -0.22 7.85
C -1.02 -0.76 5.03
C -3.81 -2.28 -3.26
C 3.44 0.66 -4.42
C -1.81 3.31 -2.39
C 2.94 -3.64 -5.88
C 2.94 -4.42 -4.68
C 1.44 -0.07 1.78
C -5.17 -1.19 -4.74
C 0.60 -0.17 -4.44
C 0.71 -0.54 7.68
C -1.32 0.50 2.36
C -4.97 -2.42 -4.02
C -1.14 1.53 3.30
C -0.62 1.98 6.61
C 1.13 2.40 2.45
C 4.91 1.08 -2.74
C -0.24 2.70 3.15
C -1.92 1.99 -4.24
C -1.79 1.99 -1.99
C 2.49 -3.61 -3.65
C 0.48 -0.07 0.62
C -4.13 -0.33 -4.39
C 1.64 1.01 2.67
C -1.92 3.32 -3.81
C 1.49 -1.52 4.30
C -0.85 0.64 0.93
C 4.63 1.32 -4.12
C 2.45 -2.38 -5.54
H 2.47 0.92 3.39
H -0.92 -1.86 5.16
H 2.26 -1.52 -6.17
H 1.62 -1.38 5.39
H -1.89 1.63 4.09
H 3.76 -0.19 -1.27
H -2.09 -0.56 4.76
H -0.73 1.72 0.67
H -1.97 4.20 -4.44
H -0.61 2.39 7.63
H -1.70 4.16 -1.73
H -0.76 3.49 2.59
H 2.87 0.62 -5.33
H 3.27 -3.97 -6.85
H 2.37 -3.80 -2.59
H -2.45 -1.28 8.13
H -1.47 2.45 6.08
H 5.22 1.89 -4.81
H 1.86 3.09 2.90
H 0.26 -1.12 0.34
H -1.64 0.23 0.28
H -3.93 0.67 -4.71
H 2.23 -0.83 1.73
H 0.77 -1.64 7.71
H 1.07 2.65 1.38
H 0.94 0.41 -0.26
H 1.66 -0.16 7.27
H -1.33 -0.49 -5.43
H -5.59 -3.30 -4.08
H -0.65 -1.95 -4.66
H -2.24 0.34 8.79
H -5.97 -0.98 -5.44
H -1.70 1.55 -1.02
H 0.64 -0.19 8.72
H 0.31 2.29 6.12
H -2.10 -0.27 2.55
H -1.95 1.58 -5.23
H 5.73 1.48 -2.17
H 3.24 -5.47 -4.59
H 2.45 -1.42 3.77
H -0.02 3.09 4.16
H -3.30 -2.95 -2.59
H 1.10 -0.16 -5.42
H 0.50 0.88 -4.14
H -3.27 0.09 7.37
H 1.05 -2.51 4.10

## Properties
energy above the lowest of the compared OMol25 structures with the same formula, charge and spin: 0.0 kcal/mol
spin multiplicity: 4
LUMO (spin up / spin down): 0.075 / 0.019 eV

***

Density functional theory data (ωB97M-V/def2-TZVPD) for a 8-piece molecular cluster, C31H46F3N4O22 overall at a distorted geometry.

CARTESIAN COORDINATES (ANGSTROEM)
F -5.18 -0.24 2.95
F -6.73 0.83 3.93
F -6.63 0.94 1.81
O 4.33 9.71 2.94
O -4.73 -2.28 -2.36
O 1.88 -1.25 2.27
O 6.68 3.41 -0.47
O 0.58 0.94 -3.11
O 10.89 2.61 -0.73
O 4.46 7.48 2.65
O -6.55 -1.00 -2.12
O -1.30 -3.96 -2.11
O -7.18 -1.90 3.85
O -1.78 -6.07 -1.48
O -0.08 -5.68 -2.89
O -1.09 0.64 -1.65
O 11.03 4.58 -1.82
O 10.88 2.67 -2.98
O 2.15 0.22 0.60
O 2.65 0.83 2.69
O 4.54 3.86 0.05
O 2.89 8.65 1.57
O -5.41 -0.95 -4.04
O 6.09 3.61 1.67
O -0.64 2.71 -2.42
N -4.80 -4.28 1.18
N -6.69 -4.29 2.23
N -6.21 -2.36 0.97
N -4.94 -5.39 1.89
C -5.91 -3.57 1.43
C 7.43 3.10 1.68
C -1.92 -2.65 1.76
C -1.36 -7.35 -1.97
C 3.93 8.72 2.44
C 7.90 3.43 0.28
C 2.86 7.34 1.01
C 11.27 4.92 -3.19
C -3.61 -4.05 0.36
C -0.40 1.55 -2.40
C 2.37 1.64 0.56
C 3.13 1.88 1.84
C -7.42 -1.05 2.77
C -1.49 -1.15 1.87
C -2.55 -3.03 3.11
C 3.58 6.52 2.05
C 10.93 3.23 -1.75
C -7.46 -1.72 1.39
C 0.02 -7.06 -2.51
C -2.92 -2.69 0.58
C -6.44 0.13 2.85
C -0.68 -0.67 -2.06
C -5.49 -1.48 -2.81
C -7.09 0.10 -2.88
C -6.08 -5.40 2.52
C 10.71 3.73 -3.93
C -1.07 -5.12 -2.16
C 0.69 -0.41 -2.65
C 2.20 -0.17 1.89
C 5.67 3.64 0.38
C -6.62 -0.21 -4.28
H -0.43 -1.04 2.14
H -7.32 -0.85 -4.82
H 2.93 1.92 -0.33
H -2.34 -2.48 -0.32
H -1.35 -8.09 -1.17
H -1.00 -3.19 1.54
H -3.88 -4.16 -0.69
H 1.41 2.15 0.54
H 1.84 7.01 0.84
H -2.88 -4.83 0.59
H -3.59 -1.84 0.71
H -6.42 0.68 -4.86
H -3.03 -4.02 3.11
H 0.92 -1.08 -3.47
H -8.42 -0.63 2.94
H -3.27 -2.27 3.42
H 3.39 7.35 0.05
H -8.17 0.14 -2.79
H -2.17 -0.58 2.51
H 1.48 -0.46 -1.90
H 4.21 1.77 1.71
H 2.91 6.14 2.82
H 4.14 5.70 1.63
H 8.61 2.70 -0.10
H -1.74 -3.06 3.85
H -1.39 -1.05 -2.79
H -6.67 1.03 -2.49
H -1.60 -0.72 0.86
H 10.77 5.85 -3.45
H -7.71 -0.95 0.66
H 0.28 -7.68 -3.37
H 2.93 2.86 2.27
H -6.25 -2.17 3.89
H -2.05 -7.68 -2.74
H -5.63 -1.83 0.33
H -8.27 -2.46 1.32
H 8.34 4.43 0.21
H -6.49 -6.16 3.16
H 11.25 3.51 -4.85
H -0.64 -1.35 -1.21
H 0.80 -7.16 -1.76
H 9.65 3.84 -4.16
H 12.35 5.04 -3.33
H 8.02 3.59 2.45
H -4.25 -6.12 1.93
H 7.40 2.03 1.87

## Properties
LUMO: -2.278 eV
total charge: +1